# C43H110ClIN9O3P4Si

A 4-piece molecular cluster, C43H110ClIN9O3P4Si overall in a non-equilibrium geometry (ωB97M-V/def2-TZVPD, OMol25).

Properties
strongest force on any atom = 5.19 eV/A
HOMO energy = -3.88 eV
2S+1 = 1
total charge = -1
calculated total energy = -4835.6058 Eh
frontier orbital gap = 5.5 eV
LUMO energy = 1.62 eV

Element x y z (Å)
1 C 3.1754 2.3561 9.2089
2 C 3.3651 0.8709 8.9309
3 C 2.1460 -0.0057 9.3067
4 C 0.7827 0.5962 8.9863
5 C 0.5287 0.6707 7.4589
6 C -0.6788 -0.1911 7.0181
7 C -0.4817 -0.7194 5.6054
8 C -1.7564 -1.3651 5.0435
9 C -2.6719 -0.3252 4.3724
10 C -2.2870 -0.1616 2.9079
11 C -2.9374 1.0641 2.2469
12 C -2.3251 1.2809 0.8561
13 C -1.1591 2.2876 0.9163
14 C 0.2257 1.6299 0.8421
15 C 1.3453 2.6307 0.4607
16 P 2.7327 2.7389 1.8110
17 Cl 1.0091 3.3688 3.2564
18 C 3.8549 2.7826 3.4076
19 C 3.3072 1.9034 4.5496
20 C 2.9561 2.6833 5.8278
21 I 4.8989 0.4718 5.1395
22 C 4.1131 2.1276 0.6005
23 C 4.2795 2.8805 -0.7323
24 C 3.8702 0.6309 0.2868
25 C 4.4966 -0.2813 1.3598
26 Si 3.2011 4.9866 1.4647
27 C 2.4090 6.1270 2.7730
28 C 2.6738 5.7701 -0.1799
29 C 5.0551 5.3931 1.6939
30 H 3.1541 2.5660 10.2791
31 H 2.2951 2.7647 8.7182
32 H 4.0225 2.9102 8.7998
33 H 4.2030 0.5091 9.5269
34 H 3.5690 0.7120 7.8719
35 H 2.2343 -0.2573 10.3677
36 H 2.2113 -0.9565 8.7705
37 H 0.6517 1.5918 9.4042
38 H 0.0329 -0.0738 9.4095
39 H 1.3947 0.2760 6.9250
40 H 0.3209 1.6960 7.1606
41 H -0.8523 -1.0050 7.7238
42 H -1.5582 0.4595 7.0275
43 H -0.2215 0.1103 4.9424
44 H 0.3308 -1.4479 5.5957
45 H -1.5099 -2.1055 4.2792
46 H -2.2925 -1.8896 5.8388
47 H -3.6902 -0.7239 4.4071
48 H -2.6538 0.6202 4.9166
49 H -1.2069 -0.0395 2.8086
50 H -2.6434 -1.0326 2.3536
51 H -4.0155 0.8789 2.1660
52 H -2.8228 1.9414 2.8826
53 H -2.0570 0.3412 0.3720
54 H -3.1023 1.7438 0.2386
55 H -1.2232 2.9513 0.0510
56 H -1.2316 2.8975 1.8141
57 H 0.4677 1.0834 1.7582
58 H 0.1322 0.8797 0.0474
59 H 1.6777 2.2953 -0.5188
60 H 0.8335 3.5923 0.4445
61 H 2.4475 1.3488 2.1270
62 H 3.8359 3.7970 3.8103
63 H 4.9002 2.5257 3.2572
64 H 2.4986 1.2605 4.2142
65 H 3.4889 2.3067 6.6969
66 H 3.1514 3.7471 5.7340
67 H 1.8985 2.5224 6.0399
68 H 5.1078 2.1243 1.0522
69 H 4.7213 2.1951 -1.4629
70 H 3.3675 3.2554 -1.1960
71 H 4.9832 3.7146 -0.6920
72 H 2.8060 0.3856 0.2348
73 H 4.3290 0.3341 -0.6598
74 H 5.4230 0.1365 1.7517
75 H 4.6923 -1.2818 0.9721
76 H 3.7978 -0.3546 2.1926
77 H 2.6466 5.8374 3.7933
78 H 1.3498 6.2944 2.5987
79 H 2.8997 7.0994 2.6148
80 H 2.4764 6.8337 -0.0135
81 H 3.5082 5.7478 -0.8863
82 H 1.8190 5.3353 -0.6925
83 H 5.0816 6.4821 1.8178
84 H 5.6629 5.1788 0.8167
85 H 5.4676 4.9796 2.6109
86 O 4.9745 -0.2040 -3.3031
87 P 5.4660 -0.5749 -4.6737
88 N 4.9292 0.7676 -5.6121
89 C 3.5056 1.0553 -5.7071
90 C 5.6621 1.9777 -5.2590
91 N 4.5730 -2.0125 -4.9143
92 C 3.5882 -2.1946 -5.9566
93 C 4.1860 -2.7363 -3.7091
94 N 6.6731 -1.0718 -5.8771
95 C 7.9970 -1.3150 -5.2869
96 C 6.8205 -0.4382 -7.1762
97 H 3.3573 1.9313 -6.3430
98 H 3.0417 1.2545 -4.7331
99 H 2.9691 0.2419 -6.1915
100 H 6.7412 1.7841 -5.2589
101 H 5.3881 2.3494 -4.2643
102 H 5.4754 2.7618 -5.9957
103 H 2.6254 -1.7614 -5.6732
104 H 3.4276 -3.2592 -6.1486
105 H 3.9030 -1.7666 -6.9103
106 H 3.2881 -2.3150 -3.2381
107 H 4.9854 -2.7209 -2.9724
108 H 3.9925 -3.7830 -3.9575
109 H 8.5038 -0.3832 -5.0070
110 H 8.6368 -1.8619 -5.9815
111 H 7.8972 -1.9274 -4.3855
112 H 7.2807 0.5574 -7.1309
113 H 5.8691 -0.3537 -7.6908
114 H 7.4622 -1.0791 -7.7886
115 O -8.4362 -3.3911 3.5401
116 P -7.9031 -2.7936 2.2660
117 N -7.7158 -1.1367 2.6865
118 C -8.8733 -0.3512 3.0812
119 C -6.6365 -0.9660 3.6514
120 N -9.2273 -3.1146 1.2233
121 C -10.0044 -2.0954 0.5599
122 C -10.0638 -4.2533 1.5772
123 N -6.7948 -2.6817 0.8884
124 C -5.7876 -3.7550 0.8776
125 C -6.1890 -1.4349 0.4413
126 H -8.5567 0.6709 3.2995
127 H -9.3825 -0.7507 3.9675
128 H -9.5939 -0.2717 2.2699
129 H -5.7392 -1.4940 3.3089
130 H -6.8992 -1.3551 4.6424
131 H -6.3686 0.0880 3.7434
132 H -10.7700 -1.6675 1.2216
133 H -10.5164 -2.5197 -0.3091
134 H -9.3768 -1.2880 0.1786
135 H -10.8015 -4.0060 2.3522
136 H -9.4597 -5.0792 1.9443
137 H -10.5946 -4.6083 0.6902
138 H -5.0184 -3.6079 1.6445
139 H -5.2985 -3.8168 -0.0953
140 H -6.2688 -4.7206 1.0631
141 H -5.3958 -1.0674 1.1036
142 H -6.9285 -0.6498 0.3225
143 H -5.7486 -1.6150 -0.5434
144 O 0.1243 -3.0839 -7.3433
145 P -1.3460 -3.0632 -7.0166
146 N -1.9954 -2.1953 -8.3588
147 C -1.5804 -0.8217 -8.5955
148 C -1.8837 -2.9712 -9.5862
149 N -1.3139 -2.1865 -5.5526
150 C -1.9624 -0.9104 -5.3488
151 C -0.0762 -2.2638 -4.7856
152 N -2.9086 -3.7887 -6.5915
153 C -2.8230 -5.2417 -6.3821
154 C -4.1572 -3.4590 -7.2589
155 H -2.0971 -0.4359 -9.4774
156 H -0.4999 -0.7210 -8.7577
157 H -1.8723 -0.1728 -7.7729
158 H -2.2663 -3.9868 -9.4322
159 H -0.8450 -3.0530 -9.9288
160 H -2.4845 -2.5177 -10.3772
161 H -1.3567 -0.0791 -5.7327
162 H -2.1232 -0.7377 -4.2816
163 H -2.9489 -0.8741 -5.8153
164 H 0.6824 -1.5699 -5.1624
165 H 0.3401 -3.2681 -4.8179
166 H -0.2704 -2.0316 -3.7366
167 H -2.7056 -5.7899 -7.3249
168 H -3.7142 -5.6129 -5.8743
169 H -1.9643 -5.4771 -5.7460
170 H -4.2418 -3.8807 -8.2687
171 H -4.3075 -2.3863 -7.3207
172 H -4.9739 -3.8642 -6.6546

Löwdin atomic charge list, values in e, 2 entries: -0.124, -0.259